(1)
Molecular formula: C8H8Br4F12O12S4Ti
Method: DFT, ωB97M-V/def2-TZVPD

Structure (XYZ):
```
49
Properties=species:S:1:pos:R:3:forces:R:3
Ti 0.242873 -0.502456 0.125824 0.3 2.1 1.0
C 0.743604 2.814910 -3.590294 1.8 -0.6 3.9
F -0.494616 2.471196 -3.796062 -1.4 0.1 -0.5
F 1.523619 1.964302 -4.222248 0.7 -0.5 -1.4
F 0.987891 4.053595 -4.021180 -0.3 -0.1 -0.1
S 1.297814 2.499510 -1.622184 1.6 2.2 3.5
O 0.818895 3.632607 -0.825853 -1.1 -1.0 -2.1
O 0.795857 1.184053 -1.207348 -1.7 -0.9 -1.1
O 2.735629 2.434350 -1.469105 0.4 0.1 -2.3
C -0.252398 -1.505461 3.856505 1.6 2.7 3.6
F -0.018473 -0.855998 2.737650 -0.1 -0.4 -1.3
F -1.511335 -1.258916 4.228084 -0.6 -0.8 -0.5
F 0.022149 -2.778646 3.766382 -0.6 -1.4 -0.9
S 0.915916 -0.781341 5.205399 0.3 3.2 2.4
O 0.683096 -1.444522 6.493430 -1.3 -0.8 -0.6
O 2.215199 -1.069070 4.718571 1.5 -1.4 -1.6
O 0.698347 0.671614 5.311969 -0.8 -1.8 -0.5
C -3.218721 2.142064 2.139036 4.6 -0.8 2.2
F -3.689219 3.177648 2.783151 -1.0 1.5 0.2
F -3.704736 1.071284 2.787507 -0.3 -0.6 -0.4
F -3.544233 2.136151 0.896026 -1.4 0.0 -1.9
S -1.222543 2.238326 2.250600 0.4 4.2 2.1
O -0.853032 3.555079 1.733654 -1.5 -0.4 -0.2
O -0.869614 2.152963 3.653375 -1.3 -1.0 -0.8
O -0.753451 1.226738 1.371479 0.4 -3.2 -1.9
C 4.338215 -2.452132 1.271439 -3.1 3.0 0.9
F 4.098382 -2.821976 0.040474 0.4 -0.2 -2.3
F 3.625933 -3.316263 1.980350 -0.1 -0.6 1.4
F 5.586340 -2.522705 1.559071 2.3 -0.7 0.3
S 3.772432 -0.578998 1.588253 2.8 3.3 0.8
O 4.400843 0.254407 0.558550 0.3 -1.8 -0.2
O 2.340329 -0.480724 1.423516 -2.1 -1.5 -0.3
O 4.314912 -0.216273 2.907328 -0.9 -1.8 -1.5
Br -2.414837 -0.485733 -1.038420 2.7 -1.8 1.2
C -3.951299 0.372585 -1.973367 -0.8 2.6 -2.0
C -3.526091 1.341839 -3.109860 0.2 -1.0 1.0
Br -5.202531 2.198180 -3.603119 -0.8 0.8 -0.9
H -4.338171 0.995539 -1.166910 -0.3 -0.3 -0.2
H -4.650355 -0.387727 -2.321715 0.1 0.1 0.0
H -3.067013 0.942977 -4.014443 -0.5 -0.6 0.0
H -2.835932 2.151599 -2.873039 -0.3 -0.1 0.8
Br 0.984385 -3.021225 -0.826048 -0.5 -0.1 -0.9
C 0.006747 -3.317798 -2.565469 0.1 -0.6 0.8
C 0.874144 -2.951420 -3.737566 -0.3 0.9 -0.4
Br 0.983244 -0.971804 -3.981933 0.1 -1.1 0.1
H -0.986793 -2.884733 -2.449606 0.4 0.9 -0.2
H -0.241357 -4.377808 -2.619515 0.6 -0.3 0.2
H 0.452409 -3.349605 -4.660436 -0.3 0.2 0.0
H 1.887544 -3.350181 -3.691905 -0.1 0.3 0.4
```
Forces are in eV/Å.

Values from the calculation:
HOMO-LUMO gap (alpha / beta) (eV): 2.79 / 5.43
Multiplicity: 4
Energy relative to the best compared isomer or geometry (same formula, charge and spin) (eV): 3.191
HOMO energy (alpha / beta) (eV): 2.13 / -0.55
DFT total energy (eV): -412229.223
Net charge: -3
F_max (Eh/bohr): 0.100

Atom charges from the Löwdin analysis, given in e for atoms 1 to 8: 0.60, -0.66, 0.14, 0.05, 0.13, 0.52, -0.32, -0.47

***

(2)
Molecular formula: C8H8Cl2OS
Method: DFT, ωB97M-V/def2-TZVPD

Structure (XYZ):
```
20
Properties=species:S:1:pos:R:3:forces:R:3
C -1.529661 1.220798 0.434113 -0.1 0.0 -0.1
C -1.940799 -0.018060 0.669596 -0.2 0.0 -0.1
C -0.749546 -0.073154 -1.353530 -0.1 0.0 -0.1
C -0.352717 1.126253 -0.499175 0.1 0.2 0.0
C -1.077116 -0.949733 -0.142303 -0.1 -0.2 0.0
C 0.798666 0.569947 0.410273 -0.8 -0.7 0.1
C 0.319147 -1.037509 0.517860 0.4 0.5 0.2
C 2.093913 1.099726 0.023435 0.7 -0.6 -0.1
O 2.228404 -2.933818 0.581203 0.7 -0.2 0.4
S 1.036341 -2.564728 -0.202395 -0.3 1.2 -0.2
Cl 3.289305 1.412531 1.205944 0.0 0.0 0.0
Cl 2.664813 0.891986 -1.572547 0.0 0.0 -0.1
H -1.866953 2.139261 0.873907 -0.2 0.2 0.2
H -2.721480 -0.345480 1.330218 -0.1 0.0 0.2
H -1.617151 0.133284 -1.977910 0.0 0.0 0.0
H 0.061424 -0.465769 -1.961757 0.1 0.0 -0.1
H -0.071852 2.036564 -1.018806 0.0 0.0 0.0
H -1.513885 -1.923577 -0.344994 0.0 -0.1 0.0
H 0.637881 0.912614 1.436742 0.1 0.0 -0.2
H 0.311258 -1.231140 1.590124 -0.1 -0.2 0.0
```
Forces are in eV/Å.

Values from the calculation:
HOMO-LUMO gap (alpha / beta) (eV): 7.09 / 8.34
Multiplicity: 1
Energy relative to the best compared isomer or geometry (same formula, charge and spin) (eV): 1.579
HOMO energy (alpha / beta) (eV): -7.97 / -8.72
DFT total energy (eV): -46349.722
Net charge: 0
F_max (Eh/bohr): 0.025

Atom charges from the Löwdin analysis, given in e for atoms 1 to 8: -0.04, -0.04, -0.12, -0.27, -0.34, -0.33, -0.38, -1.11

***

(3)
Molecular formula: C8H8ClN2P
Method: DFT, ωB97M-V/def2-TZVPD

Structure (XYZ):
```
20
Properties=species:S:1:pos:R:3:forces:R:3
C 0.445570 -0.022046 2.989338 1.6 1.2 -3.1
C -1.036690 -0.393001 -3.150877 3.0 0.7 -0.2
C 0.783625 -0.951733 1.987578 -0.1 1.8 0.4
C 0.401665 -0.408398 -2.983862 -0.1 -0.7 -0.4
C 0.907317 1.210275 2.518718 -1.1 -0.5 2.8
C -1.572612 -0.390973 -1.927646 -2.8 -0.1 0.0
C 1.375108 -0.265241 0.988010 1.8 0.4 -1.1
C 0.581224 -0.601464 -1.626722 2.5 0.2 0.0
N 1.531955 1.050048 1.370131 0.3 -1.5 -2.4
N -0.593793 -0.568273 -1.008047 -3.1 0.4 0.1
P 2.046422 -0.873075 -0.572907 -0.6 -1.8 -0.1
Cl 3.163663 0.653779 -1.237726 0.9 1.2 -0.2
H -0.070034 -0.335991 3.802396 -1.5 0.0 2.5
H -1.452895 -0.285211 -4.087615 -1.3 0.3 -1.5
H 0.526492 -1.936888 2.016061 -0.4 -2.6 -0.1
H 1.178817 -0.316077 -3.795826 -1.0 -0.2 1.3
H 0.714464 2.140251 2.976786 0.3 1.0 0.3
H -2.657210 -0.231457 -1.708680 1.3 -0.5 0.3
H 2.187715 1.558635 0.783201 -0.6 0.8 0.7
H -0.943182 -0.819482 -0.106986 1.1 0.0 0.8
```
Forces are in eV/Å.

Values from the calculation:
HOMO-LUMO gap (eV): 8.81
Multiplicity: 1
SMILES: ClP(c1ccc[nH]1)c1ccc[nH]1
Energy relative to the best compared isomer or geometry (same formula, charge and spin) (eV): 0.134
HOMO energy (eV): -8.08
DFT total energy (eV): -33216.423
Net charge: 0
F_max (Eh/bohr): 0.071

Atom charges from the Löwdin analysis, given in e for atoms 1 to 8: -0.06, -0.10, -0.12, -0.09, -0.13, -0.15, -0.53, -0.54

***

(4)
Molecular formula: C8H8ClN2S
Method: DFT, ωB97M-V/def2-TZVPD

Structure (XYZ):
```
20
Properties=species:S:1:pos:R:3:forces:R:3
C 0.257033 -1.923372 -1.653924 0.0 0.1 0.1
C -1.169093 -1.936305 -1.795797 1.0 0.6 2.1
C 0.963447 -1.077906 -0.791409 -2.2 2.8 1.3
C -1.895490 -1.217767 -0.846552 0.4 -0.5 -1.2
C 0.099095 -0.100215 -0.022330 2.5 -1.8 -1.5
C -1.263425 -0.305262 -0.028276 0.7 0.0 0.0
C 0.265935 2.161914 0.794696 -2.3 -0.3 0.3
C 2.101619 0.624866 1.289101 -1.8 -2.3 1.9
N 0.776488 0.983538 0.713537 0.3 -0.3 -1.0
N -1.839078 2.003493 0.406481 1.9 2.5 -1.2
S -2.305579 0.622399 0.969004 -0.8 -0.7 1.9
Cl 0.858926 3.365011 1.771448 0.4 0.1 0.0
H 0.798486 -2.648716 -2.243372 0.2 0.1 -0.2
H -1.642083 -2.572755 -2.512776 -0.1 -0.3 -0.2
H 2.065652 -0.899896 -0.649414 -1.4 -0.9 -0.9
H -2.963998 -1.191248 -0.716871 -0.3 -0.6 -0.6
H 2.167003 -0.431599 1.048084 0.5 0.2 0.3
H 3.014171 1.091546 1.039100 0.4 1.3 -0.8
H 1.937031 0.606340 2.381950 0.4 0.4 -0.4
H -2.226138 2.845934 0.847321 0.1 -0.3 0.2
```
Forces are in eV/Å.

Values from the calculation:
HOMO-LUMO gap (alpha / beta) (eV): 7.36 / 7.32
Multiplicity: 1
Energy relative to the best compared isomer or geometry (same formula, charge and spin) (eV): 2.085
HOMO energy (alpha / beta) (eV): -12.50 / -12.39
DFT total energy (eV): -34752.244
Net charge: +1
F_max (Eh/bohr): 0.073

Atom charges from the Löwdin analysis, given in e for atoms 1 to 8: -0.04, -0.01, 0.04, -0.08, -0.15, -0.49, -0.52, -0.01